[1]
ORCA calculation (ωB97M-V/def2-TZVPD) on a 2-piece molecular cluster, C4H5NO overall in a non-equilibrium geometry.

Its SMILES is C=C=N.C=C=O. The calculation puts the relative energy (zero: lowest compared OMol25 entry of this formula, charge and spin) at 66.4 kcal per mole. As for the HOMO-LUMO gap: 9.99 eV. The calculation puts the energy at -7763.6470 eV.

Each line ends with the Löwdin charge.
Element x y z (Å)
C  0.486  0.818  1.621  -0.0156
C  -0.463  -0.028  1.470  -0.3070
N  -1.145  -1.041  1.433  0.1508
H  0.404  1.878  1.944  0.0733
H  1.496  0.589  1.372  0.0515
H  -1.479  -1.172  0.484  0.0531
C  0.636  -0.435  -1.676  -0.0113
C  -0.515  0.111  -1.769  -0.3315
O  -1.574  0.565  -1.961  0.1613
H  1.606  0.065  -1.872  0.0889
H  0.546  -1.350  -1.046  0.0866

[2]
ORCA calculation (ωB97M-V/def2-TZVPD) on one molecule with the formula C4H5NO in a non-equilibrium geometry.

The calculation puts the relative energy (zero: lowest compared OMol25 entry of this formula, charge and spin) at 57.7 kcal per mole. As for the HOMO-LUMO gap: 10.40 eV. The calculation puts the energy at -7764.0247 eV.

Each line ends with the Löwdin charge.
Element x y z (Å)
C  -0.640  0.411  1.322  -0.0728
C  0.008  -2.475  -0.112  0.0527
N  0.165  -1.537  -0.807  -0.0581
C  0.469  -0.325  -1.399  -0.1303
C  0.703  0.748  -0.634  -0.1589
O  0.607  0.786  0.711  -0.1222
H  -0.712  1.039  2.212  0.0898
H  -0.682  -0.643  1.624  0.0636
H  -1.482  0.619  0.647  0.0996
H  0.522  -0.304  -2.482  0.1119
H  1.042  1.681  -1.082  0.1247

[3]
ORCA calculation (ωB97M-V/def2-TZVPD) on one molecule with the formula C4H5NO.

Its SMILES is CC=C=CN=O. The calculation puts the relative energy (zero: lowest compared OMol25 entry of this formula, charge and spin) at 106.9 kcal per mole. As for the HOMO-LUMO gap: 8.67 eV. The calculation puts the energy at -7761.8891 eV.

Each line ends with the Löwdin charge.
Element x y z (Å)
C  -1.731  0.318  0.185  -0.0770
C  -0.347  0.501  -0.349  -0.1445
C  0.872  0.631  0.112  -0.0208
C  2.024  -0.002  0.174  -0.1333
N  1.923  -1.455  0.095  -0.0450
O  0.801  -1.898  0.099  -0.0364
H  -1.779  0.055  1.243  0.0811
H  -2.285  1.243  0.010  0.0764
H  -2.242  -0.472  -0.384  0.0869
H  -0.258  0.715  -1.414  0.1257
H  3.035  0.380  0.230  0.0869

[4]
ORCA calculation (ωB97M-V/def2-TZVPD) on C4H5NO as an isolated structure.

The calculation puts the relative energy (zero: lowest compared OMol25 entry of this formula, charge and spin) at 142.0 kcal per mole. As for the HOMO-LUMO gap: 9.52 eV. The calculation puts the energy at -7760.3690 eV.

Each line ends with the Löwdin charge.
Element x y z (Å)
N  1.893  0.466  -0.332  0.1531
C  0.766  -0.024  -0.073  -0.4949
C  -0.563  0.555  -0.038  0.0104
C  -1.696  0.104  0.217  0.0446
C  -1.083  -1.284  0.462  -0.1458
O  0.409  -1.292  0.272  -0.0133
H  2.623  -0.242  -0.259  0.0717
H  0.550  2.585  -0.667  0.0603
H  -0.165  2.746  -0.821  0.0711
H  -1.480  -2.008  -0.250  0.1213
H  -1.255  -1.606  1.489  0.1213

[5]
ORCA calculation (ωB97M-V/def2-TZVPD) on a 2-piece molecular cluster, C4H5NO overall in a non-equilibrium geometry.

Its SMILES is C=C=C=O.C=N. The calculation puts the relative energy (zero: lowest compared OMol25 entry of this formula, charge and spin) at 79.4 kcal per mole. As for the HOMO-LUMO gap: 8.46 eV. The calculation puts the energy at -7763.0834 eV.

Each line ends with the Löwdin charge.
Element x y z (Å)
C  1.480  0.888  0.267  -0.0045
C  1.186  0.132  1.312  -0.0841
C  0.506  -0.942  1.640  -0.2501
O  0.015  -1.867  2.155  0.1524
H  1.118  0.658  -0.738  0.0412
H  2.100  1.779  0.354  0.0564
C  -1.264  0.246  -1.107  -0.1500
N  -1.393  -0.675  -0.247  0.0357
H  -1.139  0.094  -2.189  0.0738
H  -1.261  1.285  -0.764  0.0675
H  -1.346  -1.599  -0.683  0.0617

[6]
ORCA calculation (ωB97M-V/def2-TZVPD) on one molecule with the formula C4H5NO in a non-equilibrium geometry.

Its SMILES is [H]/N=C/OCC#C. The calculation puts the relative energy (zero: lowest compared OMol25 entry of this formula, charge and spin) at 60.4 kcal per mole. As for the HOMO-LUMO gap: 11.09 eV. The calculation puts the energy at -7763.9071 eV.

Each line ends with the Löwdin charge.
Element x y z (Å)
H  2.789  0.878  -1.440  0.0508
N  1.835  0.754  -1.111  0.1134
C  1.799  -0.173  -0.251  -0.3267
O  0.680  -0.568  0.355  -0.0589
C  -0.495  0.122  -0.024  -0.2343
C  -1.618  -0.411  0.721  -0.0944
C  -2.762  -0.430  1.093  0.1273
H  2.614  -0.787  0.134  0.1334
H  -0.690  0.034  -1.098  0.1325
H  -0.407  1.193  0.182  0.1327
H  -3.743  -0.613  1.439  0.0242

[7]
ORCA calculation (ωB97M-V/def2-TZVPD) on one molecule with the formula C4H5NO in a non-equilibrium geometry.

Its SMILES is Oc1cc[nH]c1. The calculation puts the relative energy (zero: lowest compared OMol25 entry of this formula, charge and spin) at 76.9 kcal per mole. As for the HOMO-LUMO gap: 9.05 eV. The calculation puts the energy at -7763.1928 eV.

Each line ends with the Löwdin charge.
Element x y z (Å)
O  -0.566  0.039  -2.179  0.0434
C  -0.197  -0.040  -0.885  -0.4441
C  -1.160  -0.368  0.149  -0.0951
C  -0.324  -0.378  1.309  -0.1299
N  0.915  0.016  0.990  0.0248
C  1.025  0.290  -0.357  -0.0529
H  -1.402  -0.452  -2.237  0.1106
H  -1.226  0.771  -0.105  0.1669
H  -0.538  -0.669  2.335  0.1089
H  1.670  0.166  1.641  0.1541
H  1.920  0.694  -0.792  0.1134

[8]
ORCA calculation (ωB97M-V/def2-TZVPD) on one molecule with the formula C4H5NO.

Its SMILES is O=C1CC=CN1. The calculation puts the relative energy (zero: lowest compared OMol25 entry of this formula, charge and spin) at 6.4 kcal per mole. As for the HOMO-LUMO gap: 9.77 eV. The calculation puts the energy at -7766.2511 eV.

Each line ends with the Löwdin charge.
Element x y z (Å)
O  1.576  -0.035  1.772  0.0771
C  0.908  -0.074  0.765  -0.4566
C  0.383  1.074  -0.128  -0.0848
C  -0.822  0.434  -0.802  -0.0868
C  -0.847  -0.858  -0.457  -0.1176
N  0.344  -1.219  0.209  0.0725
H  1.182  1.437  -0.793  0.1234
H  0.096  1.923  0.505  0.1216
H  -1.584  0.969  -1.363  0.0967
H  -1.649  -1.581  -0.452  0.1142
H  0.413  -2.069  0.743  0.1403

[9]
ORCA calculation (ωB97M-V/def2-TZVPD) on one molecule with the formula C4H5NO.

Its SMILES is C#CCNC=O. The calculation puts the relative energy (zero: lowest compared OMol25 entry of this formula, charge and spin) at 39.6 kcal per mole. As for the HOMO-LUMO gap: 10.85 eV. The calculation puts the energy at -7764.8109 eV.

Each line ends with the Löwdin charge.
Element x y z (Å)
C  1.413  -2.212  -0.176  0.1088
C  1.073  -1.064  -0.052  -0.1164
C  0.681  0.341  0.117  -0.2013
N  -0.498  0.498  0.947  0.0144
C  -1.625  1.105  0.487  -0.3606
O  -1.742  1.619  -0.607  0.0161
H  1.708  -3.233  -0.292  0.0263
H  0.436  0.788  -0.851  0.1224
H  1.522  0.903  0.541  0.1254
H  -0.523  0.042  1.846  0.1341
H  -2.439  1.090  1.235  0.1307

[10]
ORCA calculation (ωB97M-V/def2-TZVPD) on C4H5NO as an isolated structure in a non-equilibrium geometry.

The calculation puts the relative energy (zero: lowest compared OMol25 entry of this formula, charge and spin) at 132.4 kcal per mole. As for the HOMO-LUMO gap (spin up / spin down): 8.59 / 7.90 eV. The calculation puts the energy at -7760.7855 eV.

Each line ends with the Löwdin charge.
Element x y z (Å)
C  0.328  -0.704  1.052  -0.2372
C  -0.607  -1.023  -1.663  -0.0657
C  -0.059  1.280  0.854  -0.1593
C  0.773  0.263  0.147  -0.0959
N  -0.428  0.099  1.759  0.0675
O  -1.459  -0.267  -1.945  0.0472
H  0.752  -1.702  1.240  0.1119
H  -0.199  -1.886  -2.232  0.0781
H  0.475  2.058  1.310  0.0884
H  -0.862  1.648  0.318  0.0759
H  1.285  0.234  -0.840  0.0892

[11]
ORCA calculation (ωB97M-V/def2-TZVPD) on a 2-piece molecular cluster, C4H5NO overall.

Its SMILES is C#CC=O.C=N. The calculation puts the relative energy (zero: lowest compared OMol25 entry of this formula, charge and spin) at 80.0 kcal per mole. As for the HOMO-LUMO gap: 10.55 eV. The calculation puts the energy at -7763.0593 eV.

Each line ends with the Löwdin charge.
Element x y z (Å)
C  0.429  -2.117  -0.655  0.1318
C  -0.487  -1.382  -0.383  -0.0872
C  -1.627  -0.540  -0.024  -0.3258
O  -2.449  -0.175  -0.830  0.0592
H  1.231  -2.778  -0.912  0.0369
H  -1.693  -0.280  1.045  0.1081
C  1.123  1.333  0.043  -0.1366
N  0.049  1.672  0.616  0.0282
H  1.090  1.002  -0.998  0.0637
H  2.114  1.318  0.513  0.0695
H  0.220  1.948  1.587  0.0522

[12]
ORCA calculation (ωB97M-V/def2-TZVPD) on C4H5NO as an isolated structure in a non-equilibrium geometry.

The calculation puts the relative energy (zero: lowest compared OMol25 entry of this formula, charge and spin) at 37.3 kcal per mole. As for the HOMO-LUMO gap: 11.27 eV. The calculation puts the energy at -7764.9097 eV.

Each line ends with the Löwdin charge.
Element x y z (Å)
N  2.039  -0.701  1.814  0.1529
C  1.348  -0.555  0.897  -0.1876
C  0.457  -0.363  -0.245  -0.2256
C  -1.039  -0.562  0.093  -0.1431
O  -1.253  0.852  0.158  -0.1007
C  0.009  1.098  -0.471  -0.1423
H  0.847  -0.897  -1.116  0.1433
H  -1.276  -1.066  1.034  0.1278
H  -1.593  -1.024  -0.736  0.1235
H  0.593  1.880  0.025  0.1279
H  -0.118  1.332  -1.537  0.1239